# 1
Below is a single C19H22N2O5 molecule at a distorted geometry, with properties calculated with ωB97M-V/def2-TZVPD.

Its multiplicity is 1. The energy relative to the best compared isomer or geometry (same formula, charge and spin) is 158.4 kJ/mol. As for the SMILES: CCN(CC)C(=O)COC(=O)c1ccc(C)c(NC(=O)c2ccco2)c1. Its HOMO energy is -8.6 eV. The value obtained for the molecular weight is 358.39 g/mol.

Last column: Mulliken charge in e.
Cartesian coordinates (Å):
C  5.3286  -0.9876  2.6774  -1.0824
H  4.5463  -0.3319  3.0509  0.2698
H  6.0280  -1.1952  3.4830  0.3821
H  4.8789  -1.9228  2.3568  0.3173
C  6.0700  -0.3533  1.5046  -0.7638
N  5.1867  -0.0432  0.3879  0.1201
C  4.7711  -1.0864  -0.3590  0.9754
O  5.1578  -2.2209  -0.1554  -0.6554
C  3.8252  -0.8140  -1.5366  -1.0033
H  4.3833  -0.3337  -2.3485  0.3702
H  3.4553  -1.7876  -1.8758  0.4136
O  2.7224  0.0236  -1.2168  -0.1853
C  1.4980  -0.5441  -1.1756  0.4391
O  1.2931  -1.7064  -1.4057  -0.6217
C  0.4496  0.4464  -0.8296  0.0576
C  -0.8339  -0.0240  -0.5718  -0.6970
C  -1.8571  0.8624  -0.2589  0.4176
C  -1.5955  2.2425  -0.2007  1.4141
C  -0.3088  2.6877  -0.4657  -1.0302
C  0.7121  1.8115  -0.7799  -0.7682
H  1.7015  2.1806  -0.9942  0.5332
H  -0.1045  3.7481  -0.4273  0.3068
C  -2.6771  3.2277  0.1356  -1.8390
H  -2.2728  4.2364  0.1495  0.3633
H  -3.1034  3.0221  1.1181  0.3767
H  -3.4787  3.1981  -0.6037  0.3841
N  -3.1572  0.4276  -0.0061  -0.0085
C  -3.6477  -0.8481  0.0544  0.4449
O  -3.0050  -1.8657  -0.0857  -0.6902
C  -5.0970  -0.8731  0.3213  0.2108
C  -5.9387  -1.9483  0.4438  -0.4790
C  -7.2233  -1.4185  0.6905  -0.4601
C  -7.0749  -0.0646  0.7011  -0.4463
O  -5.7981  0.2799  0.4799  -0.3457
H  -7.7771  0.7322  0.8500  0.4509
H  -8.1305  -1.9668  0.8389  0.4497
H  -5.6556  -2.9770  0.3637  0.5314
H  -3.8346  1.1602  0.1519  0.2568
H  -1.0253  -1.0839  -0.6180  0.7665
C  4.8557  1.3462  0.1654  -0.6386
C  3.8635  1.8880  1.1930  -1.1432
H  4.2900  1.8672  2.1924  0.4187
H  3.6096  2.9170  0.9509  0.3734
H  2.9539  1.2934  1.1844  0.2596
H  5.7847  1.9274  0.2131  0.4022
H  4.4381  1.4602  -0.8332  0.3522
H  6.8257  -1.0588  1.1460  0.3945
H  6.5622  0.5705  1.8137  0.4056


# 2
Below is CH3NOS2 as an isolated structure at a distorted geometry, with properties calculated with ωB97M-V/def2-TZVPD.

Its multiplicity is 1. The energy relative to the best compared isomer or geometry (same formula, charge and spin) is 190.8 kJ/mol. Its HOMO energy (spin up / spin down) is -8.6 / -8.7 eV. The value obtained for the molecular weight is 109.18 g/mol.

Last column: Mulliken charge in e.
Cartesian coordinates (Å):
C  0.4648  -0.0743  -0.9102  -0.3322
N  -0.4893  -0.3866  0.1906  -0.2814
O  -0.7547  0.0681  2.6472  -0.4136
S  1.7552  0.9621  -0.2907  -0.3305
S  -0.2469  0.6868  1.4663  0.5252
H  0.8047  -1.0717  -1.3320  0.2565
H  -0.1374  0.3449  -1.6269  0.3035
H  -1.3964  -0.5291  -0.1443  0.2725


# 3
Below is a 2-piece molecular cluster, C4H10N2 overall at a distorted geometry, with properties calculated with ωB97M-V/def2-TZVPD.

Its multiplicity is 1. The energy relative to the best compared isomer or geometry (same formula, charge and spin) is 285.8 kJ/mol. As for the SMILES: C=CN.C=CN. Its HOMO energy is -7.9 eV. The value obtained for the molecular weight is 86.14 g/mol.

Last column: Mulliken charge in e.
Cartesian coordinates (Å):
C  -1.9989  0.2817  1.2757  -0.7414
C  -1.4454  0.8680  0.1873  0.4052
N  -2.1002  1.4907  -0.9018  -0.6266
H  -2.6295  0.8707  1.9389  0.2808
H  -1.6729  -0.6920  1.6241  0.2329
H  -0.5535  0.2642  -0.0512  -0.0506
H  -3.0948  1.5416  -0.7332  0.2647
H  -1.9387  0.9169  -1.7129  0.2645
C  2.5159  -0.2924  0.7152  -0.7318
C  1.7919  -1.1441  -0.0003  0.0220
N  1.1542  -0.8292  -1.2089  -0.4803
H  2.6072  0.7569  0.4408  0.1909
H  3.0898  -0.5538  1.5921  0.2526
H  1.7415  -2.1799  0.3087  0.3144
H  1.1919  0.1361  -1.4874  0.1961
H  1.3414  -1.4352  -1.9870  0.2068


# 4
Below is a 2-piece molecular cluster, C4H13N4OP overall at a distorted geometry, with properties calculated with ωB97M-V/def2-TZVPD.

Its multiplicity is 1. The energy relative to the best compared isomer or geometry (same formula, charge and spin) is 45.2 kJ/mol. As for the SMILES: CC(C)(C)O/P=N/N.[H]/N=N/[H]. Its HOMO energy (spin up / spin down) is -7.6 / -7.6 eV. The value obtained for the molecular weight is 164.15 g/mol.

Last column: Mulliken charge in e.
Cartesian coordinates (Å):
C  -0.4923  1.8223  -1.0602  -1.3827
C  1.8007  1.0191  -0.0269  -1.4659
C  1.1900  0.6261  -2.4778  -1.7853
C  0.6500  0.7824  -1.0680  1.4733
N  -1.8770  -3.2599  0.8852  -0.4850
N  -0.8725  -2.5001  0.3245  -0.1154
N  -0.6899  0.2351  3.4487  -0.5496
N  -0.9351  -0.8089  2.8262  0.0611
O  0.1019  -0.5383  -0.8056  -0.2459
P  -1.2380  -0.9761  -0.0199  0.0406
H  -1.3404  1.4237  -1.7983  0.3565
H  -0.8930  1.8834  0.0312  0.3148
H  0.0536  2.8062  -1.3138  0.4089
H  2.7131  1.1067  -0.4957  0.4222
H  1.8975  0.2703  0.7707  0.3106
H  1.6753  2.0263  0.4657  0.3283
H  1.5599  1.4961  -2.8462  0.5306
H  1.9608  -0.1887  -2.3589  0.3709
H  0.3885  0.5008  -3.1636  0.4434
H  -1.3671  -4.0627  1.1837  0.2299
H  -1.4227  0.8919  3.0093  0.2575
H  -2.5984  -2.8912  1.4922  0.2455
H  -0.2648  -1.6645  2.9977  0.2355


# 5
Below is C34H45BrGe2IrN4O2P2S2 as an isolated structure, with properties calculated with ωB97M-V/def2-TZVPD.

Its multiplicity is 6. The charge is +2. Its HOMO energy (spin up / spin down) is -11.3 / -13.1 eV. The value obtained for the molecular weight is 1085.18 g/mol.

Last column: Mulliken spin population.
Cartesian coordinates (Å):
Ir  0.2448  -1.1970  -0.1937  1.9809
N  -0.7482  -1.2581  4.2316  0.0496
C  -1.7087  -1.7289  3.4502  0.0660
N  -1.6634  -1.7834  2.1479  -0.1037
C  -2.8143  -2.3212  1.6533  0.0630
C  -3.7587  -2.6797  2.6070  0.2543
S  -3.1961  -2.3607  4.1643  0.0759
C  -3.0163  -2.5598  0.2588  0.0931
C  -4.2326  -3.0572  -0.2414  0.2963
S  -4.1545  -3.3167  -1.8967  0.1070
C  -2.4766  -2.7563  -1.8618  0.0501
N  -2.0499  -2.3832  -0.6684  0.0059
N  -1.7432  -2.7583  -2.9476  0.1099
H  0.0238  -0.7470  3.8081  -0.0031
H  -0.8849  -1.1558  5.2242  -0.0035
H  -4.7295  -3.1218  2.4460  0.0033
H  -5.1399  -3.2520  0.3093  0.0013
H  -2.1523  -2.9846  -3.8409  -0.0076
H  -0.8526  -2.2253  -2.9071  -0.0213
C  1.1209  -3.6149  2.4216  -0.0071
P  1.1394  -3.2206  0.6480  0.2302
C  0.3707  -4.6948  -0.0992  0.0157
C  2.9136  -3.4016  0.2328  -0.0217
C  3.2331  -2.7004  -1.0828  0.0668
P  2.7094  -0.9397  -0.9987  0.1993
C  4.0062  -0.2046  0.0566  0.0085
C  3.2239  -0.3521  -2.6472  0.0341
H  1.6914  -4.5277  2.6031  0.0026
H  0.1002  -3.7654  2.7673  0.0017
H  1.5682  -2.7987  2.9888  0.0003
H  0.8718  -5.6039  0.2378  0.0034
H  0.4306  -4.6378  -1.1864  0.0043
H  -0.6814  -4.7436  0.1836  0.0013
H  3.1783  -4.4608  0.2166  0.0006
H  3.4818  -2.9463  1.0489  -0.0006
H  2.6852  -3.1592  -1.9120  0.0131
H  4.2966  -2.7682  -1.3211  0.0006
H  4.9962  -0.3968  -0.3611  0.0019
H  3.9748  -0.6065  1.0682  0.0017
H  3.8502  0.8742  0.1141  -0.0024
H  4.2343  -0.7101  -2.8542  0.0063
H  3.2288  0.7382  -2.6816  -0.0083
H  2.5359  -0.7267  -3.4031  -0.0031
Br  -1.5620  3.3110  -2.9295  0.0022
C  -1.1040  2.0344  -4.2523  -0.0021
C  -1.1618  2.4930  -5.5623  -0.0011
C  -0.8190  1.6595  -6.6132  0.0015
C  -0.3933  0.3632  -6.3599  0.0000
C  -0.3218  -0.0816  -5.0533  0.0115
C  -0.6885  0.7312  -3.9749  0.0215
C  -0.6140  0.1354  -2.6029  -0.0338
O  -1.2746  0.5502  -1.6488  0.0477
O  0.1711  -0.8959  -2.4800  0.0708
H  -1.4769  3.5096  -5.7522  0.0002
H  -0.8778  2.0302  -7.6280  0.0000
H  -0.1094  -0.2905  -7.1737  0.0000
H  0.0443  -1.0783  -4.8466  -0.0025
C  -3.5930  1.8075  -0.2714  0.0411
Ge  -2.3644  2.2060  1.1804  0.4248
C  -3.0271  1.2454  2.7657  0.0825
C  -2.1119  4.1200  1.4703  0.0494
Ge  0.2818  1.0200  0.8203  0.4655
C  0.7984  1.2495  2.7216  0.0272
C  0.2623  2.0923  3.6943  0.0119
C  0.7710  2.1190  4.9865  -0.0018
C  1.8399  1.3043  5.3388  0.0065
C  2.3999  0.4648  4.3854  0.0038
C  1.8760  0.4368  3.0976  0.0291
C  0.9938  2.5757  -0.1202  0.0875
C  1.4294  2.4496  -1.4432  0.0341
C  2.0403  3.5086  -2.0938  -0.0106
C  2.2041  4.7214  -1.4369  0.0331
C  1.7736  4.8648  -0.1244  -0.0157
C  1.1801  3.7966  0.5309  0.0357
H  -4.6004  1.9286  0.1370  0.0120
H  -3.4582  0.7877  -0.6286  -0.0079
H  -3.4603  2.4810  -1.1119  -0.0025
H  -3.8351  1.8477  3.1904  0.0039
H  -2.2739  1.0903  3.5366  -0.0054
H  -3.4477  0.2899  2.4507  -0.0037
H  -3.0465  4.5001  1.8925  0.0122
H  -1.9330  4.6164  0.5174  0.0070
H  -1.3049  4.3691  2.1533  -0.0027
H  -0.5646  2.7512  3.4601  -0.0236
H  0.3363  2.7878  5.7190  -0.0003
H  2.2394  1.3335  6.3442  0.0001
H  3.2432  -0.1650  4.6414  0.0003
H  2.3060  -0.2424  2.3679  0.0071
H  1.2863  1.5146  -1.9731  0.0156
H  2.3747  3.3977  -3.1184  -0.0001
H  2.6707  5.5549  -1.9458  0.0010
H  1.9101  5.8071  0.3904  0.0002
H  0.8843  3.9108  1.5692  0.0002


# 6
Below is a single C4H7NO molecule, with properties calculated with ωB97M-V/def2-TZVPD.

Its multiplicity is 1. The energy relative to the best compared isomer or geometry (same formula, charge and spin) is 370.9 kJ/mol. As for the SMILES: CCCC1=NO1. Its HOMO energy is -9.7 eV. The value obtained for the molecular weight is 85.11 g/mol.

Last column: Mulliken charge in e.
Cartesian coordinates (Å):
C  0.9353  -0.4914  -1.3277  -1.2119
C  -0.3881  -0.4675  -0.5694  -0.3934
C  -0.2075  -0.2707  0.9480  -0.4249
C  -0.5759  1.1179  1.2923  0.6908
O  -0.5858  1.8561  2.3699  -0.4646
N  -1.0300  2.1537  0.7475  -0.4266
H  0.7604  -0.5129  -2.4070  0.3464
H  1.5326  0.3993  -1.1029  0.3257
H  1.5277  -1.3735  -1.0619  0.3297
H  -0.9557  -1.3824  -0.7621  0.2952
H  -0.8342  -0.9417  1.5477  0.2857
H  0.8261  -0.4435  1.2760  0.3026
H  -1.0049  0.3566  -0.9504  0.3453